No. 1
The following is a quantum chemistry calculation of 7 unconnected molecules or ions with the total composition C22H28F9N2O11P at a distorted geometry, from the Open Molecules 2025 dataset.

XYZ file:
```
73
Properties=species:S:1:pos:R:3:lowdin_charge:R:1
H 5.807 -6.464 3.546 0.00
H 2.209 -5.395 0.536 0.08
O 6.610 -6.995 3.477 -0.06
P -0.372 -2.124 0.405 0.50
H 2.803 -5.347 2.233 0.06
H 5.505 -4.648 3.848 0.01
H 4.128 -1.889 -2.273 0.07
H 5.339 0.187 -0.893 0.11
O 4.753 -4.703 3.242 -0.07
F -6.977 1.197 -1.855 0.16
C 1.305 2.823 -0.629 -0.24
C 1.660 1.349 -0.460 -0.07
H -5.597 6.763 -1.504 0.00
C -6.265 2.187 -1.264 -0.34
C 3.287 -0.374 -0.512 -0.15
O -2.757 5.036 0.932 -0.03
C 4.754 -0.723 -0.705 -0.21
C 2.329 -1.331 -0.196 -0.14
C 2.956 0.960 -0.667 0.05
O -5.094 -2.164 -2.157 -0.05
C -0.532 4.246 -1.687 0.02
O 7.610 -3.980 4.196 -0.05
H 0.320 -3.471 -1.052 0.08
N 2.708 -2.701 2.419 0.14
H -0.288 -1.487 2.398 0.09
F -5.898 2.985 -3.409 0.15
F -4.827 4.600 -0.932 0.11
H 1.124 -4.903 1.831 0.08
C -2.403 2.386 -0.913 0.05
C -2.832 3.507 -1.589 -0.09
H 3.892 -2.892 -0.256 0.11
C 0.697 0.416 -0.105 -0.07
C -1.075 2.204 -0.631 -0.06
C -1.863 4.429 -1.969 0.01
C -4.287 3.842 -1.930 -0.34
O -0.008 -3.604 -0.151 -0.12
H 2.995 -1.745 2.183 0.06
H -3.633 5.363 0.708 0.03
C 2.165 -4.863 1.493 -0.03
H 8.490 -4.126 3.836 0.05
F -4.495 1.526 -2.666 0.17
C 2.825 -2.767 -0.050 -0.09
H 2.300 -3.378 -0.793 0.11
H 5.170 -1.148 0.224 0.12
O -5.797 7.704 -1.530 -0.05
O -1.624 -1.738 -0.242 -0.25
H -5.120 -2.750 -1.394 0.04
H -6.751 7.738 -1.646 0.04
F -6.818 1.328 0.825 0.17
H 3.725 1.676 -0.943 0.14
H 4.546 -3.789 3.026 0.01
C 2.570 -3.373 1.337 -0.38
H 7.685 -4.251 5.117 0.05
H -3.099 1.621 -0.587 0.12
C 0.986 -0.933 0.008 -0.08
C -0.680 0.979 0.156 -0.25
H -2.917 4.406 1.642 0.05
F -4.243 4.654 -3.017 0.12
N 5.000 -1.675 -1.809 0.01
H 5.692 -1.328 -2.456 0.07
F -4.954 2.383 0.776 0.19
H 6.989 -6.726 2.636 0.03
C -5.191 2.617 -2.315 -0.33
C -5.732 1.575 0.063 -0.53
O 2.158 3.681 -0.494 0.13
H -5.246 -1.290 -1.786 0.00
O -0.496 -2.339 1.983 -0.09
F -5.169 0.388 -0.150 0.19
O -1.447 0.535 0.987 0.11
H -2.116 5.343 -2.497 0.13
F -7.150 3.157 -1.007 0.17
H 0.199 5.000 -1.971 0.13
C -0.115 3.118 -1.009 -0.07
```

The calculation puts the total energy at -3032.53900 hartree. As for the structure (SMILES): [H]/N=C(/C)Cc1c(CN)cc2c(c1P(=O)(O)O)C(=O)c1cc(C(F)(F)C(F)(F)C(F)(F)C(F)(F)F)ccc1C2=O.O.O.O.O.O.O. Its HOMO energy is -10.04 eV. As for the frontier orbital gap: 8.76 eV.

No. 2
The following is a quantum chemistry calculation of C42H32N6 in the gas phase at a distorted geometry, from the Open Molecules 2025 dataset.

XYZ file:
```
80
Properties=species:S:1:pos:R:3:lowdin_charge:R:1
H 3.338 -5.094 3.590 0.12
C 0.739 1.312 1.759 -0.14
H 1.947 0.211 -0.299 0.11
C 6.091 -5.117 -0.136 -0.08
H 0.949 5.713 4.532 0.11
H -3.111 1.184 -6.864 0.10
N 0.333 3.900 3.541 0.13
C 0.237 -6.704 1.879 -0.07
C -0.802 2.894 0.628 -0.02
C -0.854 2.322 4.968 -0.19
C -1.627 2.757 -6.937 -0.09
H -6.655 3.184 -1.321 0.10
H -1.113 3.012 7.087 0.12
C 5.110 -4.521 0.663 -0.01
H -5.230 6.999 -2.840 0.11
C 3.414 -5.176 -0.936 -0.02
H -0.080 -7.738 3.738 0.10
H -0.627 -7.140 1.378 0.10
H 6.513 -6.143 -1.981 0.10
C -0.283 0.899 -0.627 -0.05
C -0.831 0.678 3.542 -0.15
H -0.655 4.631 -4.252 0.12
C -0.730 3.234 6.067 -0.05
N 2.763 -4.050 1.179 -0.03
C -0.966 3.746 -6.199 -0.08
H -1.430 2.639 -8.011 0.10
H 0.931 -0.823 3.860 0.11
C 2.402 -2.714 1.423 -0.18
H 1.663 -3.109 3.447 0.11
C -1.574 2.675 -1.710 -0.17
C -6.078 5.179 -2.023 -0.09
C 2.443 -5.532 3.129 -0.03
H -0.545 0.971 -2.811 0.12
C 1.958 -0.487 0.552 -0.06
H 2.739 -2.087 -0.659 0.12
N -1.265 1.007 4.789 0.11
C -1.548 3.372 -0.449 0.00
C 1.649 -6.458 3.816 -0.08
H 2.351 -5.334 -1.172 0.10
C 0.541 -7.035 3.198 -0.09
C -3.553 4.001 -2.477 -0.21
C -5.041 5.936 -2.607 -0.09
C 3.768 -4.471 0.235 -0.21
C -0.105 1.663 0.567 -0.16
C 0.413 4.737 4.649 -0.16
C -3.813 5.329 -2.940 -0.01
N -2.339 3.252 -2.769 -0.03
H -2.039 4.346 -0.393 0.11
H -3.580 1.485 -4.439 0.12
H 1.410 2.204 2.142 0.19
H -7.069 5.629 -1.862 0.10
C 4.414 -5.726 -1.756 -0.08
C 5.753 -5.688 -1.364 -0.09
H 7.117 -5.158 0.234 0.10
H -0.707 3.564 1.496 0.10
C -4.602 3.251 -1.931 -0.03
C 2.442 -1.781 0.351 0.00
C -5.854 3.824 -1.709 -0.08
C 2.069 -5.129 1.841 -0.22
H -0.957 -0.224 2.980 0.14
H -4.439 2.187 -1.768 0.12
H 4.121 -6.226 -2.685 0.11
H 0.824 -5.542 0.129 0.11
C -2.060 3.008 -4.161 -0.23
H 0.106 -0.122 -0.725 0.10
H -3.105 5.905 -3.567 0.12
H 5.340 -4.160 1.674 0.12
C 1.368 -1.020 2.862 -0.02
N -0.170 1.636 2.922 0.00
N -0.101 4.408 5.855 0.03
C -2.562 1.937 -6.287 -0.08
C 1.026 -5.787 1.177 -0.01
C -2.809 2.088 -4.916 -0.01
C -0.204 2.732 3.765 -0.28
C -0.788 1.461 -1.819 0.00
C 1.805 -2.339 2.662 0.00
H -0.282 4.435 -6.702 0.10
C -1.170 3.864 -4.823 -0.02
C 1.363 -0.065 1.776 -0.15
H 1.902 -6.703 4.848 0.10
```

The calculation puts the total energy at -1948.13636 hartree. As for the structure (SMILES): c1ccc(N(c2ccccc2)c2ccc(C(c3ccc(N(c4ccccc4)c4ccccc4)cc3)n3cnc4cncnc43)cc2)cc1. Its HOMO energy is -7.55 eV. As for the energy above the lowest of the compared OMol25 structures with the same formula, charge and spin: 0.0 kJ/mol. As for the frontier orbital gap: 8.11 eV.

No. 3
The following is a quantum chemistry calculation of 10 unconnected molecules or ions with the total composition C32H64Br6O12 at a distorted geometry, from the Open Molecules 2025 dataset.

XYZ file:
```
114
Properties=species:S:1:pos:R:3:lowdin_charge:R:1
O -2.659 4.495 4.014 0.08
H -3.052 1.019 -0.643 0.06
H -4.588 -2.217 4.884 0.08
H 0.365 3.538 3.978 0.01
C -4.637 -2.432 3.812 -0.06
H -0.882 -0.056 4.653 0.09
H -4.509 -2.280 -2.014 0.06
H -5.974 0.691 1.624 0.10
H -0.269 5.129 4.437 0.09
C 2.133 3.142 -0.237 -0.03
C 0.546 1.776 -4.872 -0.10
H -5.335 -3.257 3.687 0.08
C -2.795 -3.237 -1.045 -0.66
H 5.414 4.827 3.365 0.07
H 0.829 0.777 -5.202 0.10
H 2.147 -1.126 2.147 0.03
Br 4.406 -2.702 2.516 0.68
C -0.341 -1.004 4.777 0.04
H -3.160 -3.027 -0.042 0.05
H 1.725 0.058 3.287 0.00
O 1.925 -5.585 -1.250 0.11
C 0.799 0.425 1.364 -0.17
H 0.761 -5.054 -3.497 0.09
H -2.962 -3.760 3.326 0.13
O 0.917 1.446 -1.453 -0.15
C -3.422 -2.244 -1.986 -0.67
C -5.253 0.101 1.054 -0.01
H 1.615 -1.251 -1.929 0.10
H 1.912 -4.698 1.008 0.11
C 1.003 -4.820 -1.366 -0.55
H 2.924 0.445 2.113 0.04
H -3.190 -1.235 -1.645 0.03
C -1.741 3.891 3.509 -0.48
H 0.034 -1.160 -2.833 0.08
H 5.329 3.038 4.889 0.07
C 1.966 -0.056 2.229 -0.10
H -1.825 1.828 -2.134 0.11
C -0.321 4.334 3.695 -0.07
O 0.339 2.662 -7.159 0.01
C -1.084 -1.902 3.815 -0.53
Br 2.925 5.400 3.053 0.65
C 0.048 -0.368 -0.820 -0.50
H -1.687 2.986 1.540 0.08
Br -3.345 -5.059 -1.503 0.65
H 0.890 -3.312 1.464 0.09
H 0.776 1.516 1.309 0.10
H -1.282 1.948 2.888 0.08
H 0.409 3.806 -5.453 0.12
C -1.071 1.261 -2.690 0.03
H 6.202 -1.340 1.227 0.07
H 0.251 -5.479 2.587 0.08
H -0.857 1.375 -8.979 0.09
O 0.591 2.934 -3.093 0.09
H -2.245 1.778 0.640 0.04
C 0.949 1.772 -7.914 -0.57
H 1.929 4.007 -0.871 0.08
Br 2.879 2.262 4.594 0.67
O -1.138 -0.415 -0.637 0.08
C -0.106 -5.193 1.599 -0.05
C 0.205 -4.748 -2.618 0.01
H 3.105 3.288 0.239 0.07
H 2.842 1.984 -2.017 0.12
C -3.838 0.543 1.277 -0.47
O 1.963 1.171 -7.645 0.09
O 1.018 -0.078 0.059 -0.07
C 2.229 1.883 -1.119 -0.22
H -1.712 -3.203 -1.097 0.03
H 1.937 3.077 -5.941 0.13
O 0.548 -3.998 -0.415 -0.03
C 0.712 -0.675 -2.142 0.04
H 1.160 0.222 -2.573 0.09
H -0.016 4.758 2.734 0.06
H 0.719 -0.914 4.595 0.06
H -1.045 -4.649 1.704 0.05
C 4.389 3.552 4.713 -0.61
H 1.356 3.176 0.525 0.06
C 5.116 -1.337 1.311 -0.67
H 0.630 0.654 -9.698 0.08
H -2.992 2.375 2.540 0.07
C 0.864 2.900 -5.851 -0.16
O -3.216 0.132 2.234 0.07
H -1.439 1.267 -3.714 0.09
H 4.448 3.509 2.587 0.03
H 2.640 1.058 -0.531 0.03
H -0.768 -5.223 -2.476 0.03
H -5.435 -0.937 1.337 0.07
H -0.069 -3.703 -2.810 0.05
H 4.935 -2.517 -0.542 0.06
C -1.969 2.737 2.566 -0.03
C 4.519 -1.643 -0.045 -0.67
H 4.127 4.248 5.502 0.05
H -1.108 0.232 -2.338 0.04
H 4.821 -0.367 1.695 0.03
H -3.131 -2.409 2.244 0.10
H -3.911 2.350 0.052 0.11
H -5.045 -1.478 3.478 0.05
C 0.226 1.958 -2.486 -0.50
H 0.353 2.369 -9.852 0.09
C -3.250 1.523 0.309 -0.04
H -0.117 0.069 1.838 0.11
C 4.486 4.263 3.367 -0.68
H -0.539 1.716 -4.743 0.06
C 0.200 1.513 -9.191 0.02
Br 4.761 -0.104 -1.247 0.74
H 3.468 -1.920 0.049 0.03
H 1.004 1.986 -3.906 -0.01
H -0.262 -6.076 0.978 0.08
O -0.564 -2.412 2.854 0.09
C -3.251 -2.705 3.287 -0.22
O -2.354 -2.026 4.179 0.00
Br -2.741 -2.382 -3.830 0.63
C 0.914 -4.265 0.935 -0.22
H -5.568 0.119 0.007 0.08
H -0.566 -1.259 5.813 0.09
```

The calculation puts the total energy at -17604.44196 hartree. As for the structure (SMILES): CCOC(C)=O.CCOC(C)=O.CCOC(C)=O.CCOC(C)=O.CCOC(C)=O.CC(C)=O.CC(C)=O.BrCCBr.BrCCBr.BrCCBr. Its HOMO energy is -9.13 eV. As for the energy above the lowest of the compared OMol25 structures with the same formula, charge and spin: 304.2 kJ/mol. As for the frontier orbital gap: 9.15 eV.

No. 4
The following is a quantum chemistry calculation of 2 unconnected molecules or ions with the total composition C2H10NO at a distorted geometry, from the Open Molecules 2025 dataset.

XYZ file:
```
14
Properties=species:S:1:pos:R:3:lowdin_charge:R:1
C 0.994 -0.808 -2.254 -0.03
H 0.492 -1.341 -0.221 0.16
H 0.069 1.308 2.454 0.09
H -0.608 2.075 1.087 0.08
H 0.267 -1.505 -2.667 0.11
H 1.634 -0.171 -0.423 0.18
H 0.040 0.164 -0.746 0.15
N 0.764 -0.563 -0.814 0.14
O -0.936 0.020 1.264 -0.16
H -1.849 -0.303 1.299 0.10
H 1.202 0.055 -2.877 0.11
C -0.845 1.331 1.853 -0.11
H 1.894 -1.419 -2.402 0.11
H -1.683 1.638 2.463 0.09
```

The calculation puts the total energy at -211.91629 hartree. The net charge is +1. Its HOMO energy is -14.69 eV. As for the energy above the lowest of the compared OMol25 structures with the same formula, charge and spin: 110.6 kJ/mol. As for the frontier orbital gap: 11.02 eV.

No. 5
The following is a quantum chemistry calculation of a molecular structure, C26H37INO4Si4Tl, from the Open Molecules 2025 dataset.

XYZ file:
```
74
Properties=species:S:1:pos:R:3:lowdin_charge:R:1
H -5.761 1.550 -0.129 0.11
C -1.023 -1.468 3.314 -0.19
C -2.592 1.651 1.085 -0.13
C 3.040 -3.825 -0.821 -0.22
H 4.307 3.117 -2.379 0.14
C -1.839 1.660 -0.068 -0.23
H -2.791 -0.912 0.241 0.01
H 2.373 -0.320 -2.614 -0.01
I 0.094 2.167 -2.799 1.11
O -0.536 3.375 3.656 0.06
H -1.910 -4.763 -1.385 0.04
C 2.601 -1.384 -2.576 -0.20
H -0.399 -2.464 -3.227 0.02
C -2.777 -1.962 -0.061 -0.19
C 0.907 5.027 1.938 0.04
H -3.601 -2.117 -0.763 0.04
C -4.054 1.625 -3.744 -0.08
N 1.421 3.029 0.752 0.12
H 3.090 5.622 -0.565 0.12
C -4.678 1.598 -0.101 -0.04
C -4.690 1.560 -2.544 -0.04
H 0.019 -4.426 2.371 0.02
H -2.146 1.883 -4.726 0.09
C -2.654 1.782 -3.777 -0.17
H 2.251 -4.366 -1.348 0.02
C 1.704 5.760 1.087 -0.02
H -5.770 1.477 -2.497 0.11
H -0.863 -0.833 -2.738 -0.01
C 2.411 5.098 0.089 0.02
H -0.144 -4.698 -1.322 0.02
H 4.261 -1.530 1.079 0.02
H 1.801 6.831 1.204 0.12
H -4.544 1.663 2.017 0.11
H 5.026 -1.211 -0.484 0.04
H 3.564 -1.547 -3.071 0.04
H -2.104 1.607 2.048 0.08
Si -1.169 -2.465 -0.868 0.33
C -1.059 -4.336 -0.846 -0.21
C -1.947 1.823 -2.610 -0.64
C -1.127 -1.889 -2.648 -0.20
C -2.544 1.695 -1.319 -0.25
Si 2.707 -1.979 -0.811 0.32
C 3.022 2.945 -1.036 -0.52
H 1.946 -1.231 4.531 0.04
H -1.114 -0.383 3.243 0.01
O 2.975 1.749 -1.144 0.03
C -3.968 1.612 -1.327 -0.17
H 1.920 -0.030 3.239 0.02
H 3.879 -0.048 0.195 0.01
H 0.795 -4.125 3.930 0.03
H 0.358 5.466 2.758 0.13
H 1.771 -4.218 2.459 0.02
C 0.804 3.652 1.748 -0.15
H -1.080 -4.727 0.175 0.02
H 3.989 -4.051 -1.317 0.03
H -2.111 -2.026 -3.104 0.04
H 1.834 -1.916 -3.143 0.02
Si 0.683 -1.642 0.303 0.38
O 3.827 3.714 -1.786 0.12
H -1.871 -1.929 2.803 0.02
H -1.075 -1.739 4.373 0.04
C 0.819 -3.869 2.866 -0.22
Tl 0.226 0.852 0.293 0.74
H -4.611 1.585 -4.672 0.11
H -2.970 -2.568 0.828 0.03
C 2.006 -1.099 3.446 -0.20
H 2.987 -1.444 3.113 0.02
C 4.097 -1.111 0.085 -0.21
H 3.092 -4.222 0.197 0.02
O 0.056 1.539 2.507 -0.17
C -4.007 1.654 1.077 -0.06
Si 0.612 -2.022 2.619 0.33
C 0.017 2.793 2.735 -0.62
C 2.240 3.734 -0.038 -0.19
```

The calculation puts the total energy at -2996.94745 hartree. Its HOMO energy is -8.06 eV. As for the energy above the lowest of the compared OMol25 structures with the same formula, charge and spin: 13.3 kJ/mol. As for the frontier orbital gap: 7.57 eV.